(1)
14
Properties=species:S:1:pos:R:3:forces:R:3 method="wB97M-V/def2-TZVPD" mol_weight_da=118.1 e_homo_ha=-0.308 relative_energy_ev=4.182 lumo_energy_ev=0.74 fmax_ha_per_bohr=0.0780 gap_ev=9.127 multiplicity=1
H -2.74644 0.53429 -0.71757 1.8071 -1.4307 -0.7380
C 1.39022 0.22437 0.63394 -1.0935 2.7652 0.4268
H 0.37152 -0.83256 -1.97889 -0.3219 -0.5734 0.7912
C -0.89971 0.00586 -0.52829 1.7242 -0.5946 1.9744
P -0.18134 1.14253 0.81946 0.3322 0.0459 0.2226
C 1.31405 -0.83042 -0.10378 1.1947 -3.1099 -0.7196
H -0.21999 -2.20710 -0.89304 0.1662 1.6595 0.1095
C 0.11294 -1.11136 -0.91307 -1.3550 0.6158 -0.8825
H 2.15488 0.60233 1.24412 1.3174 -0.1637 0.6433
O -1.26757 0.01337 1.20989 0.9755 1.1835 -0.5125
H 2.06722 -1.64860 -0.12894 -0.1688 0.9155 0.0668
H -0.22445 2.61869 0.20463 -0.1010 -2.3073 0.7792
O -2.06449 -0.15020 -1.05296 -3.6690 1.2779 -1.0030
H 0.19316 1.63879 2.20448 -0.8082 -0.2837 -1.1582



(2)
13
Properties=species:S:1:pos:R:3:forces:R:3 method="wB97M-V/def2-TZVPD" mol_weight_da=128.3 e_homo_ha=-0.313 relative_energy_ev=1.102 lumo_energy_ev=-0.05 fmax_ha_per_bohr=0.0595 gap_ev=8.472 smiles=CSC.SS multiplicity=1
H 2.01916 -0.80111 -0.60673 0.4232 1.2839 -0.8849
H -0.27673 -0.48267 1.09002 -0.6054 -0.0724 0.4217
S 0.29666 -2.29857 -0.30138 -0.3513 -1.0172 -0.6329
C -0.38087 -1.56627 1.16700 0.3775 -1.6617 2.5389
H 2.16223 -1.45314 0.93535 0.1570 -0.4504 0.4156
H 2.76164 -2.40877 -0.51723 -1.1872 0.6940 0.6504
S -0.82451 1.58454 -1.17930 0.2186 -0.7020 2.0980
H 0.38542 -1.91907 2.04268 -2.2606 0.8542 -1.6793
C 1.96545 -1.71657 -0.09438 1.1609 -0.9059 -0.3823
H -1.46524 -1.99757 1.35091 2.2903 1.2343 -0.3021
H -0.58698 0.34909 -0.62095 -0.2664 0.4429 -1.2023
H 0.85043 2.75351 0.39442 -1.4836 -0.4182 0.9616
S -0.43199 2.31758 0.82416 1.5270 0.7184 -2.0024



(3)
14
Properties=species:S:1:pos:R:3:forces:R:3 method="wB97M-V/def2-TZVPD" mol_weight_da=112.1 e_homo_ha=-0.407 relative_energy_ev=3.756 lumo_energy_ev=0.70 fmax_ha_per_bohr=0.0852 gap_ev=11.766 smiles=CC(F)(CF)CF multiplicity=1
C 0.11257 -0.05301 0.39384 -3.4596 1.8051 -1.9905
H 0.58628 1.00592 -1.47676 0.3880 -0.2198 0.6411
C 1.07174 -1.15028 0.00559 -2.4364 0.3722 1.1846
F 1.44713 1.73517 0.27905 -0.8900 1.2163 -1.6112
C -1.39167 -0.21860 0.06023 -3.6512 -1.4849 1.6150
H -0.71709 1.78972 -0.48416 3.6583 -0.5640 0.7596
H -1.53039 -0.55192 -0.98975 0.2520 -0.4672 0.6579
F 2.28781 -0.58997 0.21338 1.1906 -0.9066 -0.7560
C 0.35621 1.15608 -0.40332 -0.4987 3.2952 -0.9027
H -2.04845 -1.00336 0.86641 2.0752 2.2972 -2.5889
H 0.82514 -1.61924 -1.00868 0.8487 0.7115 1.4834
H -2.01706 0.82574 -0.03463 1.6260 -2.6669 1.1393
H 0.75955 -1.69911 0.87949 1.0349 -2.1304 0.0276
F 0.25823 0.37287 1.69932 -0.1377 -1.2577 0.3407



(4)
10
Properties=species:S:1:pos:R:3:forces:R:3 method="wB97M-V/def2-TZVPD" mol_weight_da=56.1 e_homo_ha=-0.562 relative_energy_ev=1.081 lumo_energy_ev=-5.94 fmax_ha_per_bohr=0.1007 gap_ev=9.361 smiles="C=C[NH+]=C" total_charge=+1 multiplicity=1
H 0.38837 1.78385 0.75485 -0.0568 -1.1990 0.1466
C -0.73789 -1.45629 0.25030 4.4296 2.6765 0.1460
H 0.27422 -1.90868 -0.22063 -2.7854 1.1041 0.5781
C 0.97560 0.84616 -0.83937 -0.6454 1.1047 -2.7974
H -1.32288 0.22660 1.42592 -1.2348 0.9018 0.8904
C -0.70040 -0.13639 0.67900 1.6210 -2.8079 -1.9822
H 1.48868 1.75913 -1.19274 0.2769 -0.5927 0.8503
H -1.44826 -2.16643 0.59945 -0.6583 -0.1298 0.1743
H 0.75143 0.17933 -1.70849 0.3660 -0.2815 1.4719
N 0.33114 0.87272 0.25169 -1.3128 -0.7763 0.5221



(5)
20
Properties=species:S:1:pos:R:3:forces:R:3 method="wB97M-V/def2-TZVPD" mol_weight_da=163.1 e_homo_ha="-0.255 / -0.301" lumo_energy_ev="0.68 / -3.24" fmax_ha_per_bohr=0.1222 gap_ev="7.610 / 4.948" multiplicity=3
H 3.66582 -2.04683 -1.76364 -0.1843 -0.1448 1.3815
C 1.40068 -2.53702 -1.63735 -0.5007 1.8773 -1.0177
H -2.92154 1.10577 0.00620 -1.3465 -0.1126 -0.3363
P 2.81415 0.21654 -0.97315 1.2165 0.7363 -0.4247
H -3.06206 0.38682 2.30468 -0.0216 -0.9634 0.1553
H -2.71674 2.60725 1.04330 0.4564 -0.6081 -1.0810
N -1.03833 -0.14561 1.69528 -1.0653 -1.5366 2.5008
O 0.92446 -0.09398 0.39869 -4.8778 0.0541 2.6333
C -0.30051 0.28660 0.74212 3.9057 2.9204 -3.9638
C -2.11417 0.77613 1.97411 0.1302 1.3841 -1.3148
P 2.82297 -1.90839 -0.53129 0.7112 -1.4100 -1.9268
H -0.31258 2.49454 0.01351 -0.3598 -1.2734 0.3081
H 1.57754 -3.37595 -2.33908 0.2612 0.1504 0.9853
C -2.29554 1.63778 0.67650 0.4321 0.1881 1.3104
H 1.30674 -1.65830 -2.34224 -0.3351 -0.8436 0.4896
C -0.93116 1.54825 -0.01049 0.8668 0.7508 2.4939
H 0.42496 -2.62828 -1.13249 0.5166 -0.1583 -0.0372
H 3.69446 0.50009 0.14785 -0.4895 -0.0856 -0.4340
H -1.86416 1.52361 2.73548 0.6643 -0.4621 0.3256
H -1.07500 1.31098 -1.00799 0.0195 -0.4630 -2.0474



(6)
102
Properties=species:S:1:pos:R:3:forces:R:3 method="wB97M-V/def2-TZVPD" mol_weight_da=807.5 e_homo_ha=-0.161 relative_energy_ev=0.297 lumo_energy_ev=2.48 fmax_ha_per_bohr=0.0126 gap_ev=6.869 total_charge=-1 multiplicity=1
H -0.73401 4.50088 -0.53990 0.0064 -0.0027 0.0205
N 1.70291 2.06958 -0.11404 0.0877 -0.0905 -0.0069
C 3.56031 -0.20442 2.50455 -0.0970 -0.0037 -0.0290
H 0.73768 3.87451 1.30001 -0.0037 -0.0026 0.0007
C -4.08219 1.10942 -1.45938 -0.0253 -0.0033 0.0151
H -1.41615 1.66417 -2.83126 0.0027 0.0011 0.0050
H 0.03895 -3.61090 0.22443 -0.0143 0.0073 0.0155
S -3.73041 -0.59969 3.13378 0.0709 -0.0223 0.0949
C 1.18731 4.40488 0.45963 0.0364 0.0072 -0.0495
H -0.69926 2.32291 -1.33351 0.0042 0.0184 -0.0103
H 4.50024 1.91726 3.90808 -0.0048 -0.0017 0.0003
S -1.54271 2.29410 1.51065 0.0029 0.1821 -0.0749
H -4.09622 -5.42145 3.67226 0.0076 0.0036 0.0020
H 0.45757 5.66236 -1.15709 0.0071 0.0001 0.0152
C 2.50745 3.51630 -1.63302 0.0370 -0.0286 0.0304
H 1.43670 -3.54654 -4.43808 -0.0050 0.0032 0.0049
C -4.52150 1.00645 3.26683 -0.0701 0.0227 -0.0151
N 2.96657 -0.82107 -2.16192 -0.0050 0.0008 -0.0194
H 3.40149 1.87235 -2.86081 -0.0210 -0.0212 0.0162
C 4.07459 -1.49169 -3.95044 -0.0163 -0.0181 0.0153
C 4.60406 -0.52469 0.59229 -0.0359 -0.0249 -0.0029
C -2.39305 -4.20176 3.21627 -0.0140 -0.0008 0.0006
H -3.99303 3.63048 1.41443 -0.0146 0.0026 0.0030
N 2.36478 1.39057 -1.07651 0.0147 0.0319 -0.0122
C 4.15803 -0.75604 -2.78866 0.0063 0.0088 -0.0399
H -2.50045 -0.60022 -2.71886 -0.0068 -0.0201 0.0310
N 3.27866 -0.43553 0.38139 -0.0553 -0.0200 0.0511
H -0.34236 5.93953 0.39943 0.0015 -0.0040 0.0014
H -3.98530 -3.69354 -0.22619 -0.0047 -0.0104 0.0057
C -2.45435 -0.27231 4.35100 -0.0256 -0.0494 0.0665
C -2.32011 -3.20967 1.03419 -0.0161 0.0030 -0.0074
C -1.72042 -3.38696 2.29801 0.0001 -0.0299 0.0433
H 2.49260 -4.21531 -6.57664 0.0051 0.0028 -0.0009
H 1.83616 6.08610 1.67009 0.0032 -0.0018 -0.0103
H 1.67906 -1.20470 -6.38092 -0.0056 -0.0080 0.0036
H 2.80506 2.21575 3.51570 0.0033 -0.0030 0.0063
H 0.05132 0.93351 -2.13202 -0.0158 0.0061 -0.0092
C 2.26666 5.35433 0.98216 0.0088 0.0005 -0.0150
C 1.81585 -0.23757 4.33089 0.0100 0.0193 0.0038
N -1.72570 0.51165 -1.07286 0.0637 -0.0345 0.0184
C -5.21251 1.87216 -1.19981 -0.0037 -0.0207 -0.0195
H -2.93348 -0.18537 5.32752 0.0296 0.0158 0.0147
C 0.07705 5.17226 -0.25554 0.0012 0.0132 -0.0413
H 1.09039 0.34084 3.75189 -0.0088 0.0106 0.0056
H -4.11267 0.41149 -2.28604 0.0016 0.0100 0.0167
C 1.79212 3.35469 -0.42713 -0.0753 0.0413 -0.0128
H 3.63975 -2.88146 -6.45194 -0.0047 -0.0065 0.0018
C 2.85544 2.23361 -2.00394 -0.0875 0.0519 0.0178
H 1.64423 -0.00267 5.38387 0.0011 -0.0008 -0.0044
C -4.02800 2.91533 0.60134 0.0104 -0.0117 -0.0088
H 3.69813 -4.20340 -5.28054 -0.0057 0.0065 -0.0050
H -5.29018 1.05043 2.49702 -0.0100 0.0102 0.0123
H 2.73745 5.89964 0.15851 -0.0071 -0.0039 0.0235
H -3.44184 -1.45606 -0.46270 0.0124 -0.0135 0.0090
N 2.63159 -0.24275 1.55863 -0.0537 -0.0310 -0.0565
H 4.85362 -1.65266 -4.67680 -0.0109 -0.0037 0.0110
H 5.29223 -0.69083 -0.21952 -0.0165 -0.0020 -0.0064
H -2.87778 -2.63821 -1.66859 -0.0262 0.0206 -0.0143
C 3.23578 0.13803 3.93185 0.0282 0.0051 -0.0049
N 2.09854 -1.57111 -2.87816 0.0355 -0.0066 0.0215
C -5.17082 2.79944 -0.17157 0.0039 0.0131 0.0238
H -0.95602 -3.95677 -1.21739 -0.0351 -0.0141 0.0221
H -4.96839 1.10507 4.25796 0.0071 -0.0347 -0.0236
H 3.93289 -0.41876 4.56652 0.0045 -0.0077 0.0110
C 3.47521 1.63630 4.15577 0.0086 -0.0047 -0.0060
C 2.75299 -1.98348 -3.95319 0.0311 0.0205 -0.0084
H -3.76641 1.77203 3.08590 0.0035 0.0082 -0.0023
N -1.65853 -2.38788 0.04756 0.2292 -0.2203 -0.1255
H -6.10020 1.75221 -1.80829 0.0006 -0.0031 0.0005
C -3.52640 -3.83477 0.74270 -0.0015 0.0050 0.0320
C -2.89077 2.11813 0.40182 -0.0145 0.0193 -0.0018
H 1.35038 -0.55775 -0.70038 0.0141 -0.1436 -0.2568
S -0.21624 -2.62353 2.78442 0.0679 -0.1049 -0.0716
H 0.54641 -2.55834 -6.53778 0.0062 0.0065 0.0030
H -0.92850 -1.05855 -2.14452 -0.0169 0.0034 0.0351
C -3.60417 -4.81063 2.92419 0.0266 0.0019 0.0193
C 4.83623 -0.39412 1.94235 0.0375 0.0250 0.0141
H 4.97933 -0.18550 -2.38463 -0.0300 0.0005 0.0171
B 2.45910 -0.13540 -0.89582 0.0089 -0.0697 0.0905
H 3.04847 4.80357 1.50865 -0.0014 0.0093 -0.0038
C -0.56278 -3.16425 -0.56499 0.0170 0.0339 -0.0629
C -4.17952 -4.62711 1.67900 -0.0058 0.0095 -0.0239
H -5.12675 -5.08957 1.43025 0.0012 0.0013 -0.0049
H 0.39983 -1.42259 -5.18306 0.0078 -0.0050 -0.0030
H -6.02956 3.42800 0.03619 0.0116 -0.0015 0.0058
C 2.04629 -2.81975 -4.98293 0.0006 0.0069 -0.0024
C -0.89925 1.41331 -1.89439 0.0096 0.0131 0.0117
H -1.94411 0.65263 4.07399 -0.0209 -0.0142 -0.0069
C -2.55997 -1.84791 -0.97059 -0.0107 0.0499 -0.0401
H -1.93578 -4.33508 4.18936 -0.0109 -0.0050 0.0006
C 3.02781 -3.57679 -5.87123 0.0047 -0.0014 -0.0004
C 1.10720 -1.95087 -5.82273 -0.0097 0.0043 -0.0032
Sr -0.19369 -0.27130 1.01848 -0.2263 0.3224 0.5120
H 1.60885 -1.29401 4.17412 -0.0028 -0.0045 -0.0051
H 2.74009 4.43001 -2.15551 -0.0047 -0.0047 0.0196
C -1.91852 -0.74679 -1.79692 0.0752 0.0210 -0.1712
H 3.28133 1.90866 5.19622 0.0013 -0.0003 -0.0082
H -1.76095 -1.11546 4.33099 -0.0261 0.0159 -0.0113
C -2.92841 1.22502 -0.69269 -0.0466 0.0080 0.0010
H 5.78420 -0.43496 2.45350 -0.0121 0.0028 -0.0010
H 0.09038 -2.52838 -1.16740 0.0123 -0.0220 0.0037
O -3.05784 -0.62107 1.80215 0.1524 0.0553 -0.1064